[1]
The following is a quantum chemistry calculation of a cluster of 2 separate species, C3H2O4 in total, from the OMol25 dataset.

```
! RIJCOSX wB97M-V def2-TZVPD def2/J DEFGRID3
* xyz 0 1
C 1.01051 -0.87064 0.24580
C 3.85039 0.44593 0.01532
C 0.07297 0.02810 0.38493
O 1.69997 -1.76920 0.02550
O 4.73504 0.16370 -0.67176
O 3.00712 0.59562 0.77929
O -0.99268 -0.02880 -0.54730
H 0.29626 0.87533 1.00555
H -0.88210 -0.68857 -1.29637
*
```

Results
HOMO level ... -8.49 eV
HOMO-LUMO gap ... 8.85 eV
SMILES ... O=C=CO.O=C=O
Energy relative to the best compared isomer or geometry (same formula, charge and spin) ... 30.9 kcal/mol

=====

[2]
The following is a quantum chemistry calculation of a structure of composition C3H2O4Ru, from the OMol25 dataset.

```
! RIJCOSX wB97M-V def2-TZVPD def2/J DEFGRID3
* xyz 3 6
H -1.56978 -0.95927 0.77595
C -2.22846 0.06720 -0.44291
C -0.93821 -0.04787 0.26579
O 0.03621 -0.43521 -0.60317
C 1.32953 -0.21152 -0.21993
O 1.60070 0.02611 0.97742
O 2.17318 -0.13740 -1.13357
O -3.14661 0.61715 -0.79468
Ru 3.48492 0.20046 0.34415
H -0.74146 0.88035 0.83095
*
```

Results
HOMO level (spin up / spin down) ... -26.19 / -26.14 eV
HOMO-LUMO gap (spin up / spin down) ... 10.05 / 6.73 eV

=====

[3]
The following is a quantum chemistry calculation of a structure of composition C3H2S3, from the OMol25 dataset.

```
! RIJCOSX wB97M-V def2-TZVPD def2/J DEFGRID3
* xyz 0 1
C 0.38995 -0.33007 -0.80022
C -0.36206 0.85181 -0.31826
C -0.49376 -0.03260 1.40909
S 0.42012 -1.48715 0.63290
S -1.98275 0.27978 0.47003
S 0.32427 1.49069 1.21719
H 0.11062 -0.57381 -1.77592
H 1.59362 -0.19864 -0.83482
*
```

Results
HOMO level ... -8.69 eV
HOMO-LUMO gap ... 7.72 eV
Energy relative to the best compared isomer or geometry (same formula, charge and spin) ... 101.7 kcal/mol

=====

[4]
The following is a quantum chemistry calculation of a cluster of 12 separate species, C3H30NO12S in total, from the OMol25 dataset.

```
! RIJCOSX wB97M-V def2-TZVPD def2/J DEFGRID3
* xyz -1 1
C 0.20513 -1.61598 0.90923
C 0.78983 -3.02093 0.74892
S 2.44845 -3.08923 0.04010
N -0.66826 -1.35896 -0.34554
C -1.70981 -0.26959 -0.26361
O -1.12215 0.91348 -0.57056
H 1.00908 -0.85125 0.84644
H -0.32757 -1.53201 1.87882
H 0.67753 -3.60446 1.66387
H 0.08547 -3.55711 0.07867
H 2.13107 -3.78296 -0.99134
H -0.03162 -1.12145 -1.13786
H -2.21280 -0.23139 0.76021
H -2.51208 -0.65494 -0.92269
H 1.07951 2.53318 0.14625
H 0.59829 1.12140 -0.35246
O 1.20907 1.59013 0.25294
H -1.71486 3.73221 -1.80267
H -1.74650 2.11576 -1.51220
O -1.79251 2.85296 -2.17608
H -1.14886 -2.69133 -3.15742
H -1.04204 -2.89330 -1.60515
O -1.04062 -3.37969 -2.49377
H -3.47337 2.93922 0.23297
H -2.05114 2.09352 0.12564
O -2.64257 2.70479 0.63906
H 0.01875 1.71363 -3.01209
H 1.02894 0.58860 -3.46332
O 0.88228 1.54451 -3.40637
H -0.66699 -0.84814 4.33799
H -1.89577 -0.59557 3.43816
O -1.27492 -1.29435 3.74477
H 0.55710 1.22706 1.94016
H -0.78788 1.40576 1.21447
O -0.41908 1.24127 2.09860
H -1.79938 1.59541 3.86815
H -2.83943 1.64180 2.83754
O -2.75647 1.45880 3.78455
H 3.37686 0.51401 -0.97889
H 4.01900 1.58911 -1.98570
O 3.90476 0.66517 -1.76408
H 2.87417 0.32257 1.18863
H 2.86379 1.49588 2.18318
O 3.37815 0.71109 1.94530
H 0.99495 -1.88630 -3.33596
H 2.24023 -0.91804 -2.75944
O 1.30427 -1.11433 -2.86746
*
```

Results
HOMO level ... -5.61 eV
HOMO-LUMO gap ... 8.26 eV
Energy relative to the best compared isomer or geometry (same formula, charge and spin) ... 24.9 kcal/mol

=====

[5]
The following is a quantum chemistry calculation of a cluster of 13 separate species, C3H30NO13S in total, from the OMol25 dataset.

```
! RIJCOSX wB97M-V def2-TZVPD def2/J DEFGRID3
* xyz -1 1
C -0.51678 0.74731 0.39645
C -0.37528 1.98572 1.40843
S 1.20171 2.77197 1.09247
C -1.88446 0.20402 0.61493
N -2.58539 -0.22827 -0.45560
O -2.25612 -0.13113 1.74119
H 0.25543 0.10339 0.80608
H -0.30045 1.23550 -0.54974
H -0.52712 1.68021 2.44431
H -1.27053 2.55330 1.10914
H -3.29149 -0.94516 -0.39976
H -2.46722 0.02437 -1.42433
H 2.82654 0.81258 -1.25651
H 2.12398 0.84364 -2.62441
O 2.85538 1.24475 -2.11378
H 2.73676 -3.18775 -0.83475
H 2.14148 -3.05491 0.60119
O 2.42578 -3.68149 -0.07341
H 2.04380 -0.62189 0.91248
H 3.10893 0.20239 1.55595
O 2.95365 -0.67027 1.16180
H -0.10874 -3.79477 -2.07404
H -0.78674 -3.42341 -3.42328
O 0.03427 -3.70762 -3.01509
H -2.22299 -2.66559 1.69175
H -3.40112 -3.55664 1.78758
O -2.59073 -3.45782 1.27919
H -2.52165 0.72761 -4.60138
H -2.46643 1.44295 -3.16204
O -2.35056 0.62799 -3.66845
H -1.82044 2.70780 -0.79056
H -1.36919 3.49124 -1.99535
O -2.05962 2.87797 -1.71091
H -1.72855 -0.55112 4.70312
H -1.18602 -0.47095 3.34682
O -0.87301 -0.61392 4.26024
H 0.99061 0.84749 4.40186
H 1.61643 1.41547 3.08170
O 1.81626 1.09571 3.97821
H -0.14248 0.19138 -3.20939
H 0.87173 -0.96357 -3.05102
O 0.78142 -0.04738 -3.33786
H 1.83287 2.99737 -2.73721
H 1.58877 4.40620 -2.44555
O 1.25999 3.72406 -3.04278
H 2.58869 -1.54920 2.79667
H 1.17839 -1.57004 3.62582
O 1.87026 -2.06945 3.19980
*
```

Results
HOMO level ... -3.96 eV
HOMO-LUMO gap ... 6.07 eV
Energy relative to the best compared isomer or geometry (same formula, charge and spin) ... 54.6 kcal/mol

=====

[6]
The following is a quantum chemistry calculation of a cluster of 12 separate species, C3H31NO12S in total, from the OMol25 dataset.

```
! RIJCOSX wB97M-V def2-TZVPD def2/J DEFGRID3
* xyz -1 2
C 0.91104 1.27486 -1.61452
C 2.23053 0.49016 -1.81494
S 2.10618 -0.88575 -3.01272
N 0.57233 1.30296 -0.16915
C -0.59293 0.51187 0.18886
O -0.51599 -0.89520 0.02976
H 0.09199 0.84801 -2.25749
H 0.95407 2.32522 -1.91964
H 3.00279 1.19058 -2.12057
H 2.50112 -0.01095 -0.88098
H 1.21934 -1.66726 -2.35451
H 1.33337 0.94749 0.39700
H -1.45615 0.83082 -0.41806
H -0.84253 0.69601 1.26229
H -0.16901 -1.32000 0.83198
H -0.22156 2.84750 0.59282
H -0.64632 3.22207 2.02398
O -0.16716 3.57889 1.26097
H 1.41274 3.77114 1.66976
H 2.53376 3.35097 0.80018
O 2.35283 3.40460 1.74935
H -0.22725 -3.63114 2.37446
H 0.32080 -2.22515 2.72883
O -0.06730 -2.77409 1.95972
H -1.14102 -2.41113 -2.44990
H -1.19940 -1.14067 -1.68362
O -1.53460 -1.52994 -2.51044
H -2.19589 3.75208 -0.62074
H -1.80910 3.72688 -2.08798
O -2.20744 3.18427 -1.40054
H 0.36688 -0.88184 4.13583
H 1.01430 -0.19238 2.96265
O 0.22259 -0.73873 3.17626
H 2.40351 1.87733 2.19194
H 3.01975 0.64091 2.90597
O 2.29338 0.89006 2.31786
H -1.70633 -3.11993 -0.03794
H -2.78172 -2.63135 -0.85000
O -2.25107 -3.43591 -0.77936
H 2.83669 -2.41020 -0.05480
H 1.77163 -2.37808 1.01009
O 2.31305 -2.99608 0.50498
H -3.28609 -1.34073 -1.95203
H -3.89829 -0.38246 -0.98362
O -4.14970 -1.12771 -1.54579
H -3.30162 0.43354 3.00679
H -1.78524 0.76074 2.93654
O -2.62079 0.81891 2.44704
*
```

Results
HOMO level (spin up / spin down) ... -0.20 / -6.83 eV
HOMO-LUMO gap (spin up / spin down) ... 2.58 / 9.13 eV

=====

[7]
The following is a quantum chemistry calculation of a cluster of 12 separate species, C3H32N2O11S in total, from the OMol25 dataset.

```
! RIJCOSX wB97M-V def2-TZVPD def2/J DEFGRID3
* xyz 0 1
N 1.66556 1.23580 -2.95932
C 0.35348 1.22356 -2.28001
C -0.85246 1.81303 -3.11866
S -0.83651 1.10413 -4.79805
C 0.32927 1.93390 -0.99024
N -0.05542 0.96988 0.15267
H 1.85441 2.19187 -3.52613
H 1.62378 0.44952 -3.52162
H 0.20313 0.05313 -2.17289
H -0.80731 2.93637 -3.32700
H -1.75380 1.79860 -2.50750
H -1.86221 0.38682 -4.92914
H 1.30360 2.18134 -0.42147
H -0.36094 2.81292 -0.99466
H -0.57164 0.13756 -0.31250
H -0.65655 1.34662 0.68139
H -4.34612 2.14155 1.90353
H -3.59813 1.05040 2.65340
O -4.43099 1.28893 2.36923
H 1.42437 -4.19140 -1.21175
H 1.70924 -3.62593 0.15697
O 1.43686 -4.40210 -0.28943
H -1.18264 -2.05523 3.25486
H -0.32095 -0.88079 3.51855
O -0.62021 -1.65478 4.01373
H 1.43697 0.34465 3.03578
H 1.44870 0.82601 1.52152
O 2.16088 0.59090 2.34697
H 1.57085 2.55502 3.28862
H 0.94134 2.05725 4.60032
O 0.88947 2.64536 3.84693
H -0.07998 -2.28091 -2.47878
H -0.25862 -2.60028 -3.93300
O 0.09042 -2.88604 -3.08201
H 0.41498 -1.68872 -0.36468
H -1.10954 -2.07503 -0.07855
O -0.52056 -1.54601 -0.66446
H 2.76323 -1.39784 0.43879
H 1.95491 -1.66782 1.64412
O 1.97361 -1.87925 0.62209
H 2.36355 0.05486 -0.31005
H 2.98087 0.77778 -1.40422
O 2.98164 0.01241 -1.02168
H -2.07753 -3.50644 0.57328
H -3.12782 -2.33816 0.79769
O -2.30267 -2.69666 1.02202
H -1.92226 2.50759 2.35068
H -0.70589 2.12140 3.11677
O -1.51434 1.82422 2.78787
*
```

Results
HOMO level ... -9.56 eV
HOMO-LUMO gap ... 9.43 eV
SMILES ... NC[C@H](N)CS.O.O.O.O.O.O.O.O.O.O.O
Energy relative to the best compared isomer or geometry (same formula, charge and spin) ... 91.5 kcal/mol

=====

[8]
The following is a quantum chemistry calculation of a cluster of 12 separate species, C3H32N2O11S in total, from the OMol25 dataset.

```
! RIJCOSX wB97M-V def2-TZVPD def2/J DEFGRID3
* xyz 0 1
C -0.72890 0.67997 -1.19830
C -1.52763 1.66965 -0.28242
S -2.96857 2.19563 -1.18326
N 0.69242 0.76541 -0.68740
C 1.55170 -0.18238 -1.31485
N 1.96418 -1.17316 -0.36395
H -1.27126 -0.34927 -1.25186
H -0.61357 1.11198 -2.25614
H -1.00985 2.53608 0.17636
H -1.75114 1.01941 0.54934
H -4.01579 1.54862 -0.83483
H 0.73270 0.80578 0.38555
H 1.12690 -0.63409 -2.28933
H 2.39897 0.32059 -1.80721
H 2.86147 -1.69676 -0.51139
H 2.15622 -0.72734 0.56864
H -3.75841 -1.73325 -1.57823
H -2.66638 -2.24659 -0.58972
O -2.96239 -1.48402 -1.09878
H -1.61217 -3.92872 -0.96149
H -0.97510 -3.54235 0.31672
O -1.82922 -3.87500 -0.04078
H 1.02237 3.88944 -1.87988
H 1.31973 2.37779 -1.37684
O 1.69580 3.25064 -1.74840
H 3.30324 2.17098 -0.08149
H 4.23256 1.05921 0.48543
O 3.56947 1.69586 0.68733
H 0.02851 1.15834 2.42019
H 0.20663 -0.14263 3.11491
O 0.09237 0.11298 2.31503
H 0.21773 -2.02138 1.57867
H 1.08129 -2.81464 0.67037
O 0.20744 -2.91695 1.15854
H -2.63254 -0.09036 3.31312
H -2.94060 1.10641 2.39907
O -2.20074 0.78682 3.03056
H 0.68239 3.54988 2.60355
H -0.52723 2.55173 3.12330
O 0.36146 2.64662 2.69154
H 1.76588 1.76927 3.26721
H 2.78357 1.84156 2.23174
O 2.62186 1.52027 3.10942
H -2.01993 -1.33381 -2.96524
H -1.83515 -2.72143 -3.23290
O -1.55589 -1.91919 -3.54615
H 0.97413 -2.64509 -1.56213
H 0.83738 -2.81630 -3.19217
O 0.91407 -3.14621 -2.36148
*
```

Results
HOMO level ... -9.17 eV
HOMO-LUMO gap ... 9.01 eV
SMILES ... NCNCCS.O.O.O.O.O.O.O.O.O.O.O
Energy relative to the best compared isomer or geometry (same formula, charge and spin) ... 73.9 kcal/mol

=====

[9]
The following is a quantum chemistry calculation of a cluster of 13 separate species, C3H32NO14 in total, from the OMol25 dataset.

```
! RIJCOSX wB97M-V def2-TZVPD def2/J DEFGRID3
* xyz -1 1
C -0.62545 -1.03876 -0.85827
C -1.92828 -0.64796 -1.53880
O -2.56344 0.53045 -1.00342
N 0.54789 -0.54885 -1.55684
C 1.83072 -1.10578 -1.09240
O 2.07064 -0.76479 0.23822
H -0.63134 -2.14594 -0.80191
H -0.56739 -0.81755 0.21635
H -1.51195 -0.26997 -2.49039
H -2.74108 -1.35754 -1.68885
H -3.27975 1.01138 -1.41636
H 0.62773 0.44644 -1.32472
H 1.84463 -2.20022 -1.25896
H 2.66603 -0.66024 -1.64847
H 0.92784 0.79109 2.59671
H 0.76594 0.06428 1.17580
O 0.32771 0.62933 1.87186
H -2.12189 2.28526 2.81693
H -0.91599 1.67786 2.20444
O -1.32351 2.56894 2.34703
H -1.97309 -0.17403 2.14965
H -1.66693 -0.24828 3.71042
O -2.33625 -0.14836 3.03862
H 1.84944 2.78790 0.67971
H 2.29205 3.29082 2.00216
O 2.37454 3.50971 1.06751
H -1.37915 -3.61893 2.37447
H -0.17400 -3.45331 1.61209
O -0.85890 -4.15046 1.75377
H 1.57597 -1.73371 1.33513
H 1.31407 -1.71046 2.83983
O 0.93748 -2.14933 2.06891
H -3.51342 -0.86935 0.44399
H -4.68351 -0.66513 1.27510
O -4.38065 -1.27417 0.58908
H 1.12546 -1.29811 -3.77572
H 1.68305 -2.64771 -3.62526
O 1.98474 -1.73285 -3.67569
H 0.03124 3.36227 0.64222
H -0.35578 2.07825 -0.20902
O 0.10954 2.91884 -0.20766
H -1.26623 2.56185 -2.34550
H 0.14938 2.93615 -2.25224
O -0.53247 2.78671 -2.92809
H 3.25644 -0.59475 1.49177
H 3.13052 0.09046 2.97403
O 3.50205 -0.61977 2.45334
H 1.05650 1.40626 -4.26442
H 1.74607 0.28499 -3.55824
O 1.60276 0.62712 -4.44791
*
```

Results
HOMO level ... -5.77 eV
HOMO-LUMO gap ... 8.11 eV
Energy relative to the best compared isomer or geometry (same formula, charge and spin) ... 79.2 kcal/mol

=====

[10]
The following is a quantum chemistry calculation of a cluster of 14 separate species, C3H32NO15 in total, from the OMol25 dataset.

```
! RIJCOSX wB97M-V def2-TZVPD def2/J DEFGRID3
* xyz -1 1
O 0.58938 -0.75441 2.52945
C 0.33204 0.07015 1.66878
C 0.23958 -0.35930 0.23344
N -0.19721 0.72029 -0.67144
C 0.78583 1.83744 -0.74901
O 2.06207 1.38471 -0.93413
H 0.19867 1.13360 1.95193
H -0.47425 -1.22696 0.11280
H 1.27611 -0.78885 -0.06378
H -0.36078 0.29141 -1.61819
H 0.72635 2.47448 0.16229
H 0.46295 2.50115 -1.56794
H -0.03171 0.36782 -4.24041
H 0.76358 -0.46083 -3.31354
O -0.11486 -0.36576 -3.68178
H 2.94515 0.35787 0.10940
H 3.73449 0.62989 1.34745
O 3.46245 -0.08982 0.76964
H 2.50445 2.85872 1.55270
H 3.02106 2.23466 0.22894
O 3.31921 2.60833 1.09935
H -0.97244 -1.56025 -2.71220
H -0.35300 -2.53443 -1.60636
O -1.21780 -2.08815 -1.92834
H -0.69825 -2.36637 3.23696
H -2.02320 -1.76195 2.82599
O -1.63535 -2.41549 3.45977
H 1.58025 -2.14950 1.77767
H 2.81793 -1.69157 1.08530
O 2.22138 -2.45637 1.21197
H 1.68387 -2.04849 -1.69927
H 1.64859 -2.77996 -0.39812
O 1.27773 -2.82006 -1.28305
H -2.43595 1.01204 -1.83841
H -3.17021 1.55675 -0.67605
O -3.30689 1.16433 -1.50464
H -2.57201 1.03148 1.41046
H -1.55674 1.47136 0.32594
O -2.28739 1.82670 0.88488
H -0.79038 3.42112 3.08526
H -1.16005 2.84055 1.66542
O -0.48525 3.33198 2.18270
H -2.58283 -1.65754 -1.03974
H -3.54069 -0.47804 -0.97298
O -3.36688 -1.33944 -0.52180
H 3.02673 -0.56534 -2.84580
H 2.12864 0.37291 -1.78241
O 2.15741 -0.54841 -2.44044
H -3.79789 -0.66828 2.31362
H -2.95357 -0.95019 0.92547
O -2.88031 -0.57402 1.93225
*
```

Results
HOMO level ... -6.68 eV
HOMO-LUMO gap ... 9.34 eV
Energy relative to the best compared isomer or geometry (same formula, charge and spin) ... 0.0 kcal/mol

=====

| no. | E_tot (Eh) | F_max (eV/A) |
| --- | --- | --- |
| 1 | -416.435615 | 2.09 |
| 2 | -509.744602 | 7.83 |
| 3 | -1309.901939 | 5.37 |
| 4 | -1488.163774 | 2.03 |
| 5 | -1563.462101 | 3.28 |
| 6 | -1488.696756 | 1.71 |
| 7 | -1468.678976 | 9.11 |
| 8 | -1468.707066 | 9.60 |
| 9 | -1241.629112 | 3.00 |
| 10 | -1316.990948 | 3.99 |